This record from OMol25 describes C9H12N2OS in the gas phase in a non-equilibrium geometry. The level of theory is ωB97M-V/def2-TZVPD.

Geometry as XYZ:
```
25
Properties=species:S:1:pos:R:3:forces:R:3:lowdin_charge:R:1
C 1.537 -2.263 -0.740 0.413 -1.072 -1.406 -0.049
C 0.595 -1.034 -0.708 5.089 0.549 1.513 -0.414
C 0.301 0.548 1.134 1.040 -1.125 1.243 -0.460
C 0.878 2.616 1.691 -0.611 -1.406 0.324 -0.162
C 0.097 1.905 2.889 2.197 -0.039 0.373 -0.105
C -0.578 -0.961 -1.466 -2.937 0.587 -2.522 -0.356
C -1.238 0.326 -1.572 -1.641 -1.150 -0.840 -0.114
C -2.463 0.224 -2.218 1.027 0.572 0.530 -0.412
C -1.236 -1.967 -2.109 -0.075 -0.416 0.262 -0.347
H 2.380 -2.151 0.004 -1.240 -0.098 -0.601 0.085
H 2.077 -2.228 -1.769 -1.073 -0.560 1.558 0.102
H 0.988 -3.296 -0.583 1.131 2.043 -0.345 0.105
H 1.256 -0.153 -0.967 -0.496 -0.855 -0.158 0.164
H -0.245 -1.393 1.226 0.647 0.837 -0.867 0.181
H 0.426 3.495 1.282 -0.560 0.804 0.412 0.089
H 1.917 2.877 1.911 -0.007 -0.339 0.075 0.102
H -0.880 2.358 2.971 -0.253 -0.041 0.610 0.104
H 0.747 1.833 3.832 -1.417 0.606 -1.145 0.138
H -0.823 1.221 -1.155 0.113 0.317 -0.027 0.087
H -3.143 1.049 -2.513 0.499 -0.870 0.435 0.078
H -0.846 -3.008 -2.247 -0.847 1.153 0.211 0.093
N 0.315 -0.727 0.652 -1.439 -0.171 2.146 0.090
N 0.765 1.617 0.631 0.122 -0.478 -0.414 0.081
O -0.038 0.513 2.475 -0.091 1.491 -0.751 -0.030
S -2.789 -1.402 -2.649 0.409 -0.339 -0.619 0.949
```
Forces are in eV/Å.

* LUMO: 0.84 eV
* net charge: 0
* relative energy (zero: lowest compared OMol25 entry of this formula, charge and spin): 1.5291 eV